Below is 3 unconnected molecules or ions with the total composition C3H12NO2S in a non-equilibrium geometry, with properties calculated with ωB97M-V/def2-TZVPD.

Geometry as XYZ:
```
19
Properties=species:S:1:pos:R:3:forces:R:3
C -1.669 0.690 -1.750 0.91 0.57 1.14
N -0.955 1.207 -0.524 -0.73 -0.20 -1.15
C -1.474 0.565 0.693 0.87 -1.08 -0.08
C -1.172 -0.955 0.763 1.30 0.50 0.76
S 0.644 -1.149 1.217 -0.30 -0.01 -0.62
H -1.610 1.403 -2.573 -0.18 0.22 0.14
H -2.690 0.535 -1.416 -0.26 -0.24 -0.53
H -1.179 -0.217 -2.106 -0.41 -0.31 0.03
H 0.000 0.882 -0.656 0.14 0.04 0.56
H -0.871 0.938 1.512 -0.22 0.45 0.36
H -2.528 0.793 0.867 -0.08 0.20 -0.32
H -1.364 -1.477 -0.167 -0.30 -0.11 -0.12
H -1.662 -1.437 1.607 -0.54 0.08 -0.23
H 0.618 2.775 0.347 -0.72 0.05 -0.52
H 1.605 2.140 1.234 0.26 0.05 -0.19
O 1.523 2.893 0.626 0.36 -0.24 0.62
H 2.042 -1.546 -1.225 0.17 0.79 0.54
H 1.320 -2.761 -1.388 -0.81 -0.84 0.50
O 1.933 -2.235 -1.876 0.55 0.10 -0.89
```
Positions in Å, forces in eV/Å.

- LUMO energy: 0.14000 Eh
- Charge: -1
- E: -724.95303 a.u.
- Energy relative to the best compared isomer or geometry (same formula, charge and spin): 80.06 kJ/mol

The molecule's Mulliken atomic charges, reported in e, are given here: -0.8539 -0.4255 -0.7142 -0.5530 -0.7112 0.2991 0.2917 0.2534 0.3365 0.2831 0.3520 0.2403 0.2763 0.3575 0.3217 -0.6935 0.2990 0.3066 -0.6659